{
  "formula": "C45H55I2N6O3SbSi2Y",
  "method": "ωB97M-V/def2-TZVPD",
  "charge": 1,
  "relative_energy_kj_mol": 0.0,
  "e_tot_ha": -3755.091241,
  "homo_lumo_gap_ev": 7.477,
  "e_lumo_ev": -2.1,
  "species": ["Y", "N", "C", "C", "C", "C", "N", "C", "N", "N", "C", "O", "O", "H", "H", "H", "H", "H", "H", "H", "H", "H", "H", "H", "H", "H", "H", "I", "C", "C", "C", "I", "C", "C", "C", "C", "N", "C", "C", "O", "H", "H", "H", "H", "C", "Si", "C", "C", "C", "C", "C", "C", "C", "C", "N", "Si", "C", "C", "C", "H", "H", "H", "H", "H", "H", "H", "H", "H", "H", "H", "H", "H", "H", "H", "H", "H", "H", "H", "H", "H", "H", "C", "C", "C", "C", "C", "C", "Sb", "C", "C", "C", "C", "C", "C", "C", "C", "C", "C", "C", "C", "H", "H", "H", "H", "H", "H", "H", "H", "H", "H", "H", "H", "H", "H", "H"],
  "coordinates": [[-0.2864, 0.4419, -0.1497], [-1.4156, -1.4235, 1.9675], [-1.2476, -2.7977, 1.5002], [-2.3953, -3.7375, 1.9020], [-2.0698, -5.2426, 1.8431], [-3.1880, -6.0820, 1.2218], [-3.3856, -5.6134, -0.1473], [-4.5400, -5.4203, -0.7500], [-4.5879, -4.5509, -1.7633], [-5.6485, -6.0685, -0.3665], [-0.9643, -2.7366, -0.0165], [-1.3717, -3.6128, -0.7902], [-0.2852, -1.7352, -0.3986], [-1.3837, -1.3841, 2.9792], [-2.3132, -1.0316, 1.6910], [-0.3157, -3.1755, 1.9400], [-3.2692, -3.5064, 1.2838], [-2.6759, -3.4767, 2.9240], [-1.8738, -5.6274, 2.8441], [-1.1537, -5.4120, 1.2691], [-4.1146, -5.9593, 1.7889], [-2.9209, -7.1399, 1.2269], [-2.6471, -4.9650, -0.4644], [-3.8102, -3.9146, -1.8949], [-5.4276, -4.4043, -2.2931], [-5.5807, -6.8590, 0.2490], [-6.5277, -5.9079, -0.8241], [-5.1932, 1.6530, 1.5697], [-3.4449, 2.7237, 1.8941], [-3.5036, 3.9547, 2.5796], [-2.3748, 4.6798, 2.8363], [-2.5577, 6.4931, 3.8447], [-1.1084, 4.1885, 2.4156], [0.1217, 4.8508, 2.6161], [1.2855, 4.2968, 2.1599], [1.2315, 3.0653, 1.4929], [0.1075, 2.4145, 1.2896], [-1.0642, 2.9544, 1.7349], [-2.2524, 2.1979, 1.4476], [-2.1378, 1.0778, 0.7837], [-4.4682, 4.3227, 2.9013], [0.1301, 5.8028, 3.1302], [2.2371, 4.7909, 2.2957], [2.1370, 2.6078, 1.1083], [-3.3087, 2.7019, -1.9721], [-1.5197, 2.9371, -2.4983], [-1.5759, 3.7214, -4.2100], [-0.6590, 4.2407, -1.4270], [-0.6076, 1.3040, -2.3702], [0.8621, 1.4890, -2.5361], [1.4973, 1.9622, -3.6953], [2.8654, 2.1177, -3.7250], [3.6223, 1.8015, -2.5976], [2.9574, 1.3310, -1.4903], [1.6256, 1.1740, -1.4588], [-1.2823, -0.0687, -3.4433], [-2.8023, -0.8424, -2.6281], [0.0389, -1.3829, -3.6974], [-1.8603, 0.4060, -5.1694], [-3.7301, 3.6469, -1.6191], [-3.4168, 1.9694, -1.1712], [-3.9203, 2.3751, -2.8179], [-2.1396, 4.6561, -4.1247], [-2.0704, 3.1077, -4.9614], [-0.5838, 3.9879, -4.5820], [-1.3594, 4.7099, -0.7308], [-0.2546, 5.0318, -2.0626], [0.1743, 3.8450, -0.8456], [0.8915, 2.1990, -4.5595], [3.3509, 2.4839, -4.6210], [4.6968, 1.9134, -2.5811], [3.4964, 1.0614, -0.5877], [-2.6268, -1.2019, -1.6113], [-3.1307, -1.6953, -3.2317], [-3.6264, -0.1268, -2.5903], [0.3421, -1.8627, -2.7659], [0.9250, -0.9510, -4.1712], [-0.3370, -2.1619, -4.3663], [-2.7648, 1.0169, -5.1543], [-2.0906, -0.5073, -5.7258], [-1.0984, 0.9487, -5.7331], [2.3840, -2.3359, 6.6428], [3.4487, -2.5193, 5.7691], [3.3550, -2.0855, 4.4556], [2.1896, -1.4691, 4.0046], [1.1310, -1.2800, 4.8875], [1.2255, -1.7136, 6.2048], [2.0332, -0.8024, 2.0031], [4.0038, 0.0173, 1.8470], [4.2422, 1.2461, 2.4630], [5.4893, 1.8494, 2.3848], [6.5153, 1.2300, 1.6837], [6.2910, 0.0047, 1.0738], [5.0426, -0.6011, 1.1577], [2.4189, -2.6519, 1.0155], [2.4183, -3.8699, 1.6876], [2.5750, -5.0617, 0.9876], [2.7338, -5.0447, -0.3894], [2.7333, -3.8333, -1.0700], [2.5691, -2.6479, -0.3707], [2.4640, -2.6708, 7.6687], [4.3564, -2.9973, 6.1144], [4.1950, -2.2246, 3.7841], [0.2300, -0.7712, 4.5613], [0.4002, -1.5553, 6.8870], [3.4551, 1.7421, 3.0237], [5.6629, 2.7995, 2.8741], [7.4889, 1.6981, 1.6209], [7.0911, -0.4878, 0.5359], [4.8881, -1.5612, 0.6804], [2.3060, -3.9004, 2.7659], [2.5812, -6.0030, 1.5233], [2.8577, -5.9718, -0.9339], [2.8488, -3.8117, -2.1461], [2.5444, -1.7141, -0.9257]]
}

{
  "formula": "C4H6O2",
  "method": "ωB97M-V/def2-TZVPD",
  "smiles": "O=C1CCOC1",
  "charge": 0,
  "relative_energy_kj_mol": 161.0,
  "e_tot_ha": -306.444968,
  "homo_lumo_gap_ev": 10.471,
  "e_lumo_ev": 0.9,
  "species": ["O", "C", "C", "C", "O", "C", "H", "H", "H", "H", "H", "H"],
  "coordinates": [[0.8176, 1.9620, 0.9169], [0.4104, 1.0225, 0.2693], [-1.0094, 0.6641, -0.1332], [-0.7777, -1.0080, -0.0260], [0.4584, -1.0981, -0.7111], [1.2837, -0.1601, -0.0689], [-1.2111, 0.7285, -1.2056], [-1.6634, 1.4479, 0.3318], [-0.6490, -1.3832, 1.0091], [-1.4493, -1.7155, -0.5506], [2.1073, 0.1581, -0.7048], [1.6562, -0.5555, 0.8866]]
}

{
  "formula": "C2H7N3O",
  "method": "ωB97M-V/def2-TZVPD",
  "smiles": "N#CCN.NO",
  "charge": 0,
  "relative_energy_kj_mol": 485.0,
  "e_tot_ha": -319.765055,
  "homo_lumo_gap_ev": 10.222,
  "e_lumo_ev": 0.7,
  "species": ["C", "N", "C", "N", "H", "H", "H", "H", "N", "O", "H", "H", "H"],
  "coordinates": [[0.2279, -0.6157, -1.2693], [1.1330, -1.1296, -0.2617], [-0.2227, 0.8670, -0.8337], [0.0071, 1.9984, -0.9200], [1.6707, -0.3774, 0.1584], [1.6954, -1.8886, -0.6270], [0.6980, -0.4452, -2.2516], [-0.5658, -1.3582, -1.4687], [-0.7365, 0.7230, 2.0080], [-1.3496, 0.1654, 0.8325], [-0.8587, -0.6682, 0.3465], [-0.2232, 1.5637, 1.7334], [-1.4754, 1.1654, 2.5532]]
}

{
  "formula": "C34H35AsIrN4OSe2",
  "method": "ωB97M-V/def2-TZVPD",
  "charge": 3,
  "e_tot_ha": -8752.861625,
  "homo_lumo_gap_ev": [5.642, 5.517],
  "e_lumo_ev": [-11.0, -11.1],
  "species": ["Ir", "Se", "Se", "C", "C", "C", "C", "C", "N", "C", "C", "C", "C", "C", "N", "H", "H", "H", "H", "H", "H", "H", "H", "C", "N", "C", "C", "C", "N", "C", "C", "O", "H", "H", "H", "H", "H", "H", "H", "H", "H", "H", "H", "H", "C", "C", "C", "C", "C", "C", "As", "C", "C", "C", "C", "C", "C", "C", "C", "C", "C", "C", "C", "H", "H", "H", "H", "H", "H", "H", "H", "H", "H", "H", "H", "H", "H", "H"],
  "coordinates": [[-0.1289, 0.6714, 0.4009], [1.7229, -0.0631, -2.6502], [-0.5911, 0.1003, -2.4971], [-0.6942, 2.0303, -2.3123], [-1.0011, 2.8664, -3.3650], [-1.0079, 4.2331, -3.1106], [-0.6960, 4.6800, -1.8352], [-0.4007, 3.7571, -0.8409], [-0.4153, 2.4486, -1.0770], [1.9790, -1.2943, -1.1821], [2.8268, -2.3809, -1.3701], [2.9421, -3.3154, -0.3538], [2.2339, -3.1122, 0.8260], [1.4632, -1.9708, 0.9485], [1.3289, -1.0808, -0.0380], [-1.2378, 2.4611, -4.3381], [-1.2438, 4.9281, -3.9018], [-0.6846, 5.7339, -1.6107], [-0.1520, 4.0683, 0.1638], [3.3635, -2.4936, -2.3030], [3.5599, -4.1915, -0.4874], [2.2902, -3.8260, 1.6323], [0.9328, -1.7460, 1.8697], [3.7413, 2.1680, 2.5145], [2.6505, 2.1214, 3.4579], [3.0323, 2.3697, 4.8389], [1.8371, 2.4927, 5.7750], [0.7726, 1.5034, 5.3169], [0.4002, 1.8142, 3.9508], [-0.8887, 2.4088, 3.6932], [1.3903, 1.9732, 3.0247], [1.1306, 1.9624, 1.7939], [4.4435, 1.3582, 2.7195], [4.2735, 3.1166, 2.6040], [3.3511, 2.0718, 1.5047], [3.6318, 3.2859, 4.8676], [3.6877, 1.5464, 5.1501], [1.4254, 3.5036, 5.7401], [2.1403, 2.2829, 6.8013], [-0.1133, 1.5551, 5.9450], [1.1540, 0.4774, 5.3511], [-1.6724, 1.8561, 4.2122], [-1.0844, 2.3987, 2.6159], [-0.9042, 3.4490, 4.0386], [-2.3968, -0.9377, 6.1497], [-1.4132, -1.6488, 5.4770], [-1.2889, -1.5289, 4.1030], [-2.1652, -0.7120, 3.3898], [-3.1496, 0.0037, 4.0714], [-3.2645, -0.1158, 5.4477], [-2.0422, -0.5977, 1.4462], [-3.7860, 0.0932, 0.9358], [-4.9265, -0.6925, 1.0893], [-6.1646, -0.1824, 0.7401], [-6.2639, 1.1038, 0.2291], [-5.1307, 1.8929, 0.0888], [-3.8908, 1.3845, 0.4318], [-2.2363, -2.4626, 0.8888], [-1.9752, -2.8023, -0.4341], [-2.2396, -4.0812, -0.8931], [-2.7759, -5.0254, -0.0301], [-3.0426, -4.6887, 1.2882], [-2.7666, -3.4139, 1.7556], [-2.4792, -1.0159, 7.2221], [-0.7574, -2.3070, 6.0251], [-0.5254, -2.0936, 3.5747], [-3.8299, 0.6467, 3.5217], [-4.0390, 0.4257, 5.9685], [-4.8468, -1.6983, 1.4857], [-7.0490, -0.7914, 0.8531], [-7.2259, 1.4883, -0.0699], [-5.2189, 2.8983, -0.2913], [-2.9891, 1.9840, 0.3244], [-1.5896, -2.0485, -1.1167], [-2.0504, -4.3309, -1.9259], [-2.9953, -6.0191, -0.3905], [-3.4831, -5.4139, 1.9551], [-2.9884, -3.1561, 2.7852]]
}

{
  "formula": "C4H7Cl2P",
  "method": "ωB97M-V/def2-TZVPD",
  "smiles": "C/C=P/Cl.C=CCl",
  "charge": 0,
  "relative_energy_kj_mol": 177.7,
  "e_tot_ha": -1418.288687,
  "homo_lumo_gap_ev": 9.142,
  "e_lumo_ev": 0.1,
  "species": ["C", "C", "C", "C", "P", "Cl", "Cl", "H", "H", "H", "H", "H", "H", "H"],
  "coordinates": [[1.2300, 2.7840, -1.3439], [0.8710, 2.5908, -0.1172], [0.0446, -1.5373, 1.2456], [-1.2258, -0.9115, 0.6011], [-2.0030, 0.4957, 1.2280], [1.6828, 1.5263, 1.0204], [-3.4307, 0.8408, -0.2064], [2.1697, 2.4201, -1.5938], [0.5124, 3.2585, -1.9254], [-0.0756, 3.0411, 0.3228], [-0.2184, -2.5528, 1.5881], [0.5140, -1.0864, 2.0616], [0.7892, -1.6743, 0.4098], [-1.6169, -1.2318, -0.4119]]
}

{
  "formula": "C4H8NO2",
  "method": "ωB97M-V/def2-TZVPD",
  "smiles": "CC(=O)NCC[O-]",
  "charge": -1,
  "relative_energy_kj_mol": 172.7,
  "e_tot_ha": -362.458458,
  "homo_lumo_gap_ev": 6.532,
  "e_lumo_ev": 3.9,
  "species": ["C", "C", "N", "C", "C", "O", "O", "H", "H", "H", "H", "H", "H", "H", "H"],
  "coordinates": [[0.0158, 0.9714, 1.7150], [-0.1443, -0.5032, 1.4142], [0.2967, -0.9330, 0.1976], [0.7290, -0.0635, -0.9057], [-0.4056, 0.3622, -1.8538], [0.0329, 1.1793, -2.8148], [-0.6516, -1.2774, 2.2143], [-0.6881, 1.4841, 1.0712], [0.9918, 1.3107, 1.3540], [-0.1298, 1.1802, 2.7682], [-0.2569, -1.6976, -0.1710], [1.2850, 0.8202, -0.6030], [1.3978, -0.6585, -1.5217], [-0.8604, -0.6114, -2.2118], [-1.2352, 0.8213, -1.2428]]
}

{
  "formula": "CH6N4O3S",
  "method": "ωB97M-V/def2-TZVPD",
  "charge": 0,
  "relative_energy_kj_mol": 81.1,
  "e_tot_ha": -884.571616,
  "homo_lumo_gap_ev": 10.796,
  "e_lumo_ev": 0.7,
  "species": ["C", "N", "N", "N", "N", "O", "O", "O", "S", "H", "H", "H", "H", "H", "H"],
  "coordinates": [[0.3469, -0.6097, 0.2317], [0.2023, -1.2603, 1.4852], [1.4237, -1.1553, -0.5832], [0.2675, 1.5203, -0.7237], [0.7053, 0.8344, 0.4642], [-2.0477, 1.2589, 0.3091], [-1.8616, 0.8487, -2.0941], [-0.8984, -0.6727, -0.4845], [-1.3378, 0.7855, -0.8005], [0.7853, -2.1327, 1.6478], [-0.7916, -1.3401, 1.7505], [1.0212, -1.2828, -1.4375], [2.1919, -0.5251, -0.5866], [-0.1179, 2.4233, -0.4372], [0.1110, 1.3074, 1.2590]]
}

{
  "formula": "C32H48BBrN7S3SiV",
  "method": "ωB97M-V/def2-TZVPD",
  "charge": 2,
  "relative_energy_kj_mol": 301.9,
  "e_tot_ha": -6657.863261,
  "homo_lumo_gap_ev": [2.993, 3.172],
  "multiplicity": 3,
  "e_lumo_ev": [-6.7, -6.6],
  "species": ["V", "N", "C", "C", "C", "C", "C", "C", "S", "N", "C", "C", "C", "C", "C", "C", "N", "H", "H", "H", "H", "H", "H", "H", "H", "H", "C", "N", "C", "C", "N", "B", "N", "C", "C", "N", "C", "C", "S", "C", "S", "H", "H", "H", "H", "H", "H", "H", "H", "H", "H", "H", "H", "C", "C", "C", "C", "Si", "Br", "C", "C", "C", "C", "C", "C", "C", "C", "H", "H", "H", "H", "H", "H", "H", "H", "H", "H", "H", "H", "H", "H", "H", "H", "H", "H", "H", "H", "H", "H", "H", "H", "H", "H", "H"],
  "coordinates": [[1.1840, -2.7643, -2.7417], [1.7082, -6.2792, -1.1020], [1.4707, -6.1639, 0.2898], [2.1506, -6.9980, 1.2343], [1.7614, -6.9254, 2.5600], [0.7121, -6.0977, 2.9271], [0.0703, -5.2462, 2.0357], [0.3865, -5.3398, 0.6650], [-0.4864, -4.3695, -0.4056], [0.5301, -4.3955, -1.8649], [1.4700, -5.3045, -2.0190], [2.2653, -5.2729, -3.2690], [2.7958, -6.3555, -4.0037], [3.4370, -6.0989, -5.2296], [3.6282, -4.7851, -5.6420], [3.1144, -3.7696, -4.8403], [2.4159, -3.9860, -3.7264], [2.3866, -7.0153, -1.3989], [2.9553, -7.6163, 0.8375], [2.2792, -7.4561, 3.3494], [0.4140, -5.9916, 3.9786], [-0.7376, -4.5979, 2.3793], [2.5546, -7.3784, -3.6602], [3.9032, -6.9342, -5.7395], [4.1737, -4.4853, -6.5162], [3.4601, -2.7202, -5.0765], [-5.2532, 2.8287, -2.2474], [-4.9023, 1.7183, -3.1126], [-5.0973, 0.3735, -2.9656], [-4.3280, -0.2363, -3.9042], [-3.6229, 0.7254, -4.6110], [-2.4753, 0.4301, -5.6163], [-1.0033, 0.8932, -5.0843], [-0.3919, 2.1171, -5.3307], [0.9493, 1.9857, -5.1945], [1.1682, 0.6745, -4.5562], [2.4874, 0.3676, -3.9568], [-0.0397, 0.1057, -4.4844], [-0.3003, -1.5334, -3.8732], [-4.0791, 1.9576, -4.2126], [-3.6445, 3.4771, -4.8201], [-4.4424, 3.5736, -2.2760], [-5.4151, 2.5013, -1.1977], [-6.1030, 3.3270, -2.7346], [-5.7914, -0.0982, -2.2496], [-4.1796, -1.2855, -4.1089], [-2.5688, 1.1016, -6.5544], [-2.5299, -0.8262, -5.8437], [-0.9906, 3.0413, -5.4265], [1.7734, 2.6669, -5.2017], [3.3275, 1.0360, -4.1358], [2.7718, -0.6967, -4.2428], [2.3474, 0.3941, -2.8740], [-2.4972, 1.6282, 2.6551], [-1.5916, 1.7975, 3.9149], [-1.3501, 0.2948, 4.3537], [-2.3202, 2.5321, 5.1089], [0.0243, 2.7581, 3.6010], [2.1347, -1.4584, -0.9371], [-0.0343, 4.4352, 2.5076], [-1.4092, 4.8655, 1.9087], [1.0497, 4.2178, 1.4687], [0.3659, 5.5497, 3.4739], [1.6747, 2.3325, 4.6307], [2.8662, 3.1454, 4.0288], [1.9760, 0.8514, 4.4873], [1.3283, 2.8579, 6.0556], [-3.4231, 1.1267, 2.8728], [-2.0226, 0.9953, 1.8694], [-2.7256, 2.6126, 2.2319], [-2.3561, -0.2229, 4.3890], [-0.8917, 0.1269, 5.3182], [-0.6710, -0.2170, 3.6530], [-3.3423, 2.1977, 5.2808], [-2.3613, 3.6229, 4.8607], [-1.7221, 2.3594, 6.0299], [-1.8352, 4.0969, 1.2175], [-1.3275, 5.8299, 1.3840], [-2.1659, 5.0096, 2.6607], [1.0293, 3.2610, 0.9791], [2.0631, 4.3270, 1.8942], [0.9457, 5.0055, 0.6783], [-0.4287, 5.6640, 4.1703], [0.4593, 6.4446, 2.8465], [1.3475, 5.4570, 3.9588], [3.2693, 2.6732, 3.1184], [3.6632, 3.1410, 4.7679], [2.6361, 4.1987, 3.8639], [1.7923, 0.4687, 3.4691], [1.4185, 0.2079, 5.1854], [3.0388, 0.7185, 4.6765], [1.6242, 3.9136, 6.0982], [1.8216, 2.1890, 6.8039], [0.2771, 2.7122, 6.2583]]
}